[1]
C13H14BrF3N2O2P | the ωB97M-V functional and the def2-TZVPD basis

Last column: Mulliken charge in e.
CARTESIAN COORDINATES (ANGSTROEM)
Br  3.7743  3.3901  2.7267  -0.211
P  1.8289  2.5445  3.4299  0.167
F  -4.7230  -2.7475  -0.2092  -0.241
F  -3.9413  -0.7890  0.2474  -0.255
F  -4.2441  -1.3649  -1.7921  -0.257
O  2.3126  1.2509  4.2685  -0.405
O  -2.6380  -2.3731  -0.6418  -0.419
N  1.6223  2.3970  0.7165  0.090
N  0.2107  0.6016  -2.0796  -0.330
C  0.4388  0.9129  -0.7209  -0.250
C  0.9724  -0.5476  -2.6195  -0.391
C  1.2194  1.7992  1.8260  0.188
C  -0.1245  0.0665  2.9118  -0.820
C  2.0595  -0.0904  -3.5844  -1.259
C  1.2598  1.9823  -0.5213  -0.222
C  -0.9952  -0.8633  0.3792  1.053
C  -0.0811  0.2302  0.4408  0.500
C  -0.9666  -0.9979  2.8104  -1.304
C  0.3475  0.6915  1.7297  0.356
C  -1.5786  -1.4429  -0.8986  -0.838
C  -3.8701  -1.8189  -0.5995  0.888
C  -1.3872  -1.4451  1.5586  -0.226
H  0.2848  -1.2241  -3.1206  0.427
H  2.7852  -0.8756  -3.7625  0.390
H  -0.8140  -2.0312  -1.3900  0.152
H  -1.3123  -1.4753  3.7120  0.423
H  1.5919  0.2158  -4.5162  0.326
H  1.6387  2.5323  -1.3645  0.490
H  -1.9613  -0.7012  -1.5899  0.416
H  2.5293  0.7994  -3.1751  0.277
H  0.1527  0.3997  3.8954  0.441
H  1.4051  -1.1263  -1.8012  0.344
H  2.7871  0.6005  3.7286  0.361
H  -2.0581  -2.2867  1.5423  0.562
H  2.2396  3.2012  0.7872  0.197
H  -0.7652  0.5855  -2.3239  0.379

Charge: +1
Orbital gap in eV: 8.00
DFT total energy in Ha: -3978.565762
LUMO energy in eV: -4.768
Highest occupied orbital energy in eV: -12.770
Multiplicity: 1

[2]
C4H13NO2 | the ωB97M-V functional and the def2-TZVPD basis

Last column: Mulliken charge in e.
CARTESIAN COORDINATES (ANGSTROEM)
O  -0.9856  -2.5294  1.2052  -0.612
O  -2.4495  -0.9591  -1.1330  -0.680
N  -1.1369  1.5747  -0.5274  -0.437
C  0.2041  1.4004  1.4875  -1.059
C  2.0770  -0.2947  -0.0401  -1.242
C  1.0593  0.5631  -0.7410  -0.389
C  0.0147  1.2568  0.1223  0.325
H  -1.1167  1.9030  -1.4786  0.213
H  1.0925  1.9054  1.8514  0.315
H  2.6336  -0.9072  -0.7594  0.386
H  -1.7203  -2.3718  0.6101  0.262
H  0.5608  0.0232  -1.5498  0.410
H  1.5498  1.3413  -1.3528  0.311
H  -1.8005  2.0809  0.0411  0.251
H  -2.2493  -1.8841  -0.9751  0.272
H  -0.3020  0.7512  2.1967  0.292
H  -1.7650  -0.3823  -0.7629  0.412
H  -0.2073  -2.7745  0.7009  0.333
H  1.6947  -1.0106  0.6828  0.295
H  2.8468  0.3138  0.4220  0.342

Energy above the lowest of the compared OMol25 structures with the same formula, charge and spin in kcal per mole: 65.1
Orbital gap in eV: 7.67
DFT total energy in Ha: -365.338739
LUMO energy in eV: 0.606
Highest occupied orbital energy in eV: -7.069
Multiplicity: 1

[3]
C18H23BrIrN3Si | the ωB97M-V functional and the def2-TZVPD basis

Last column: Mulliken charge in e.
CARTESIAN COORDINATES (ANGSTROEM)
Ir  0.0455  -0.1092  -0.2264  1.429
Br  -6.9496  -0.0051  -0.0327  -0.032
Si  2.2290  -1.1884  -1.5938  0.073
N  -2.2671  -0.1251  -0.0722  -0.176
N  0.0396  0.1168  2.1502  -0.409
N  0.0184  2.1292  0.1587  -0.466
C  4.0464  -1.5228  -2.0836  -0.981
C  2.3687  -0.0910  -0.0365  -0.929
C  1.2443  -0.2318  -2.9306  -0.917
C  0.0280  4.8343  0.7831  -0.574
C  0.0349  1.5230  2.4932  0.870
C  -4.3682  -0.9075  -0.9122  -0.652
C  -2.9867  -0.9100  -0.8802  -0.139
C  0.0238  4.2382  3.1861  -0.850
C  -2.9357  0.7022  0.7402  0.141
C  0.0331  3.8809  1.8228  0.480
C  -5.0539  -0.0464  -0.0590  0.188
C  0.0206  4.4113  -0.5219  -0.814
C  0.0141  3.0381  -0.7901  -0.234
C  1.2542  -2.7565  -1.1007  -0.936
C  0.0352  2.5000  1.4646  -0.156
C  0.0183  3.2738  4.1583  -0.804
C  -4.3125  0.7805  0.7830  -0.812
C  0.0243  1.9165  3.8100  -0.507
H  1.7621  -3.3013  -0.3111  0.347
H  -4.9033  -1.5611  -1.5811  0.447
H  0.2124  0.0025  -2.6129  0.285
H  -2.4419  -1.5765  -1.5329  0.355
H  2.8599  -0.5712  0.7986  0.510
H  -0.0042  2.6834  -1.8136  0.486
H  0.0214  1.1710  4.5935  0.514
H  1.1641  -0.8246  -3.8365  0.424
H  -4.8035  1.4640  1.4562  0.477
H  0.0087  3.5493  5.2003  0.429
H  -2.3514  1.3404  1.3855  0.303
H  -0.7638  -0.3473  2.5748  0.349
H  1.1505  -3.4270  -1.9473  0.384
H  2.7923  0.8937  -0.1907  0.488
H  0.8681  -0.3290  2.5459  0.360
H  4.0543  -2.1608  -2.9619  0.350
H  4.5621  -0.5962  -2.3122  0.349
H  0.0171  5.2838  3.4495  0.460
H  4.5686  -2.0244  -1.2758  0.346
H  0.2381  -2.5273  -0.7385  0.300
H  0.0261  5.8872  1.0267  0.466
H  0.0125  5.1139  -1.3377  0.447
H  1.7353  0.7006  -3.1912  0.332

Charge: +2
Orbital gap (spin up / spin down) in eV: 8.15 / 6.15
DFT total energy in Ha: -3831.160209
LUMO energy (spin up / spin down) in eV: -6.297 / -8.923
Highest occupied orbital energy (spin up / spin down) in eV: -14.448 / -15.071
Multiplicity: 5

[4]
C10H30ClN4O9 | the ωB97M-V functional and the def2-TZVPD basis

Last column: Mulliken charge in e.
CARTESIAN COORDINATES (ANGSTROEM)
Cl  -0.7974  -0.3618  -0.1519  1.644
O  -0.4774  1.0075  0.0470  -0.634
O  -2.2419  -0.3302  -0.3173  -0.716
O  -1.8853  3.8792  -0.8429  -0.539
O  4.6598  -0.1919  -0.8564  -0.764
O  3.8992  -1.1819  5.0903  -0.561
O  -0.1710  -0.7664  -1.4073  -0.654
O  -0.2754  -1.2358  0.9064  -0.669
O  -2.4368  -0.8996  3.7292  -0.672
O  -2.0555  -2.4142  -4.3899  -0.513
N  -1.9826  0.5070  5.2003  -0.440
N  -0.7131  0.3442  3.3731  -0.242
N  2.6692  0.6366  -0.5484  -0.222
N  2.8920  -1.5072  -0.4268  -0.232
C  3.4650  -0.3725  -0.6217  0.570
C  2.0582  -1.5590  3.4600  -0.976
C  -1.8528  -1.6096  -5.5111  -0.135
C  -1.9208  5.4016  -2.6973  -1.181
C  2.9873  -3.3850  5.0589  -1.279
C  -1.7007  -0.0522  4.0643  0.587
C  -2.1693  2.7443  -2.8473  -1.300
C  3.3289  -2.1225  4.2652  0.265
C  -2.0809  -2.5397  -6.7116  -1.097
C  -2.4928  4.0406  -2.1114  0.541
H  -2.9010  0.3215  5.5775  0.256
H  -1.3039  1.2445  5.3250  0.182
H  -1.0995  2.5391  -2.8843  0.337
H  -1.1468  3.2755  -0.9511  0.283
H  -3.1398  -2.7076  -6.9080  0.287
H  -1.4853  -3.4526  -6.7110  0.294
H  3.0776  1.5321  -0.7750  0.163
H  -2.5331  -0.7618  -5.4310  0.232
H  3.9506  -3.8060  5.3470  0.336
H  -2.3998  6.2461  -2.2019  0.320
H  1.2828  -1.2775  4.1725  0.220
H  1.6657  0.6405  -0.4338  0.158
H  -3.5581  4.2520  -2.0189  0.254
H  -1.7540  -1.9158  -7.5434  0.344
H  1.6855  -2.3215  2.7760  0.300
H  -2.5281  2.9061  -3.8638  0.345
H  3.3058  -0.7441  5.7050  0.339
H  -1.7264  -1.9841  -3.5973  0.283
H  3.4991  -2.2915  -0.6173  0.219
H  -0.9007  -1.0797  -5.4833  0.298
H  -0.8503  5.4714  -2.5045  0.265
H  0.0766  0.6125  3.9427  0.260
H  4.0729  -2.4083  3.5216  0.338
H  2.0735  -1.5588  0.1628  0.137
H  -2.1534  5.3871  -3.7621  0.339
H  2.3488  -0.6666  2.9057  0.319
H  2.4447  -4.1127  4.4554  0.348
H  -0.6062  -0.0981  2.4714  0.122
H  -2.5634  1.8317  -2.4002  0.328
H  2.4604  -3.1047  5.9709  0.311

Charge: -1
Orbital gap in eV: 9.30
DFT total energy in Ha: -1755.202939
LUMO energy in eV: 2.535
Highest occupied orbital energy in eV: -6.765
Multiplicity: 1

[5]
C32H56BF4N8O2V | the ωB97M-V functional and the def2-TZVPD basis

Last column: Mulliken charge in e.
CARTESIAN COORDINATES (ANGSTROEM)
V  -17.5429  2.4750  -10.6090  0.986
F  -18.1111  -1.3450  -9.8764  -0.364
F  -16.6916  -1.5356  -11.6956  -0.240
F  -17.0417  0.6178  -10.8063  0.624
F  -18.6970  -0.4114  -11.9417  -0.436
O  -17.3165  3.4234  -9.3580  -0.565
O  -18.2975  3.4188  -11.6018  -0.442
N  -11.4889  -0.7526  -8.8399  -0.480
N  -21.0484  -3.9120  -9.5889  -0.505
N  -21.6237  2.2580  -12.4260  -0.472
N  -15.9048  2.7273  -15.3472  -0.656
N  -19.2740  1.6597  -9.8260  -0.430
N  -12.1686  -0.1716  -13.6617  -0.593
N  -15.6150  2.7054  -11.5281  -0.429
N  -18.4228  -4.4972  -14.9331  -0.579
C  -16.5254  1.7753  -15.1270  0.088
C  -20.9992  2.7930  -13.2493  0.226
C  -13.5062  -2.9799  -11.9596  -0.064
C  -17.1577  0.4788  -14.8954  1.577
C  -23.2488  -0.9860  -10.3137  -1.477
C  -21.0992  5.6879  -13.7252  -1.181
C  -18.6542  -4.0093  -8.6740  -0.332
C  -13.9791  -1.2211  -8.0455  0.558
C  -12.9653  -0.8221  -13.1706  0.213
C  -20.0425  -4.1907  -12.9519  1.357
C  -15.0995  1.0323  -7.9179  -0.585
C  -12.5604  -0.8575  -8.4981  0.085
C  -17.8872  -5.9998  -10.1790  -1.429
C  -12.5204  4.1479  -12.5232  -0.890
C  -13.9818  -1.7015  -12.6274  0.654
C  -20.2614  3.4572  -14.3433  0.230
C  -20.0289  -3.9482  -9.0820  0.295
C  -19.0133  -4.2884  -13.9878  0.035
C  -18.1240  0.1254  -16.0151  -0.175
C  -21.7050  0.7588  -9.4412  -0.868
C  -13.4536  3.0680  -13.0292  -0.215
C  -14.7155  2.8351  -12.2115  0.255
C  -20.3169  1.3082  -9.5508  0.129
C  -14.5525  -0.1454  -7.1064  -0.633
C  -17.7217  -4.5056  -9.8063  0.361
C  -17.5331  0.1758  -17.3921  -1.398
C  -11.8650  3.7276  -11.1718  -0.800
C  -21.8596  -0.4268  -10.3983  1.037
C  -21.4283  -2.6042  -14.2246  -0.831
C  -21.2010  4.6212  -14.7755  -0.558
C  -13.0530  -4.0406  -12.9455  -1.306
C  -21.4130  -3.9148  -13.5080  -0.591
B  -17.6987  -0.7601  -11.0787  0.769
H  -18.5350  -0.8802  -15.8560  0.246
H  -13.9144  3.2762  -14.0043  0.349
H  -14.4312  -1.0531  -11.9058  -0.455
H  -18.0308  -0.4448  -18.1881  0.361
H  -21.6300  -0.1083  -11.4023  -0.132
H  -17.4105  -6.1898  -11.1147  0.426
H  -20.1194  -5.1639  -12.3828  0.101
H  -20.8224  4.9598  -15.7939  0.313
H  -13.9827  -4.4612  -13.4162  0.311
H  -18.5841  -4.8545  -7.9386  0.444
H  -12.6908  -2.6197  -11.2650  0.315
H  -22.1707  4.1940  -15.0177  0.359
H  -15.5810  1.7479  -7.2485  0.400
H  -23.3899  -1.5169  -9.3339  0.344
H  -11.5288  4.5627  -10.6143  0.376
H  -18.9573  -6.2019  -10.3686  0.259
H  -18.9944  0.7883  -16.0192  0.023
H  -17.3529  1.2134  -17.7084  0.326
H  -21.3762  5.2170  -12.7794  0.315
H  -15.8523  0.6505  -8.6180  -0.154
H  -17.4788  -6.6381  -9.3404  0.372
H  -12.9271  2.1362  -13.2208  -0.007
H  -12.5804  3.1463  -10.6158  0.046
H  -23.5238  -1.6708  -11.1335  0.273
H  -14.4221  1.5465  -8.5794  0.217
H  -21.7118  -4.7163  -14.1844  0.363
H  -22.3180  -2.4706  -14.9178  0.355
H  -14.6455  -1.2113  -8.9023  -0.507
H  -13.6886  0.1426  -6.3946  0.317
H  -15.3035  -0.6233  -6.4586  0.320
H  -19.2562  3.7962  -13.9904  0.158
H  -21.0383  -1.0923  -10.1788  -0.290
H  -20.0564  2.7334  -15.1214  -0.121
H  -13.0550  5.0329  -12.4301  0.437
H  -13.9800  -2.2704  -7.6783  0.366
H  -14.3367  -3.3696  -11.3838  -0.039
H  -21.5122  -1.7625  -13.5209  0.000
H  -14.7544  -1.8686  -13.4012  0.252
H  -21.7397  0.4399  -8.3950  0.473
H  -10.9878  3.0946  -11.3947  0.293
H  -12.6020  -4.8493  -12.3631  0.380
H  -20.5865  -2.4447  -14.8513  0.275
H  -21.6224  6.5969  -13.7721  0.406
H  -17.7233  0.5953  -13.9772  -0.849
H  -22.1410  -3.8575  -12.6461  0.265
H  -16.7011  -4.2313  -9.5921  0.432
H  -20.0751  5.9120  -13.6466  0.312
H  -17.9611  -3.9565  -10.6971  -0.461
H  -11.8439  4.2966  -13.2728  0.486
H  -18.2733  -3.0806  -8.2439  0.153
H  -24.0449  -0.2395  -10.2153  0.423
H  -12.4080  -3.6653  -13.6877  0.374
H  -19.6551  -3.3824  -12.3295  -0.754
H  -16.5628  -0.2578  -17.2971  0.353
H  -22.3558  1.6188  -9.6536  0.390
H  -16.3630  -0.2709  -14.8365  0.061

Energy above the lowest of the compared OMol25 structures with the same formula, charge and spin in kcal per mole: 9.1
Orbital gap in eV: 10.59
DFT total energy in Ha: -3209.967161
LUMO energy in eV: -0.136
Highest occupied orbital energy in eV: -10.726
Multiplicity: 1